# 1
56
Properties=species:S:1:pos:R:3:mulliken_charge:R:1 method="wB97M-V/def2-TZVPD" de_lowest_ev=2.124 charge=+1 homo_lumo_gap_ev=4.16
C -5.9660 6.6460 -1.1105 -0.810
O -6.0420 5.2358 -0.7852 -0.398
C -5.0274 4.7071 -0.0523 0.956
C -5.0965 3.3211 0.2650 -0.689
C -4.0936 2.7345 0.9971 -0.525
C -2.9846 3.5016 1.4370 0.706
C -1.9755 2.8381 2.1801 -0.080
O -0.9549 3.5017 2.6338 -0.289
C 0.0451 2.7954 3.3920 -0.634
C -2.9163 4.8873 1.1312 -0.825
C -3.9198 5.4772 0.3963 -0.303
H -6.8728 6.8257 -1.6875 0.243
H -5.9598 7.2672 -0.2021 0.359
H -5.0748 6.8701 -1.7160 0.360
H -5.9586 2.7618 -0.0929 0.446
H -4.1161 1.6760 1.2614 0.374
H -2.0561 1.7667 2.4107 0.391
H 0.7696 3.5643 3.6683 0.275
H -0.4092 2.3399 4.2821 0.333
H 0.5086 2.0183 2.7700 0.285
H -2.0707 5.4776 1.4796 0.431
H -3.8638 6.5398 0.1549 0.393
C 0.7671 -1.0746 3.0527 -0.538
O 0.5026 -2.0807 2.0669 -0.343
C 1.5991 -2.4141 1.3612 -0.006
O 2.6838 -1.8956 1.5586 -0.611
C 1.2904 -3.5130 0.3733 0.664
C 1.1264 -4.8704 1.0801 -0.652
C 1.8788 -5.8843 0.2206 -0.604
C 2.5032 -5.1016 -0.9444 -0.756
N 2.3434 -3.6991 -0.5879 0.219
C 2.6754 -2.7014 -1.4997 -0.183
C 3.4720 -1.6415 -1.1749 -0.612
C 3.8938 -0.5711 -2.1151 -0.664
C 3.5701 -0.8714 -3.5899 -0.714
C 2.2216 -1.5708 -3.7273 -0.897
C 2.1795 -2.8757 -2.9328 -0.328
H -0.1876 -0.9136 3.5524 0.304
H 1.5222 -1.4289 3.7626 0.321
H 1.1169 -0.1515 2.5763 0.107
H 0.3350 -3.2343 -0.1162 0.266
H 1.5431 -4.8318 2.0967 0.341
H 0.0549 -5.0772 1.1519 0.313
H 2.6658 -6.3717 0.8046 0.270
H 1.2070 -6.6581 -0.1620 0.297
H 3.5646 -5.3498 -1.0917 0.344
H 1.9735 -5.3487 -1.8811 0.371
H 3.8537 -1.5568 -0.1634 0.548
H 3.3883 0.3678 -1.8325 0.234
H 4.9702 -0.3875 -1.9933 0.348
H 3.5629 0.0622 -4.1616 0.337
H 4.3579 -1.5129 -4.0035 0.322
H 1.4327 -0.9054 -3.3558 0.312
H 2.0050 -1.7838 -4.7789 0.333
H 2.8102 -3.6327 -3.4346 0.296
H 1.1517 -3.2727 -2.9238 0.363



# 2
78
Properties=species:S:1:pos:R:3:mulliken_charge:R:1 method="wB97M-V/def2-TZVPD" charge=+1 homo_lumo_gap_ev=1.71
O 2.0508 1.4152 -1.5933 -0.496
P 0.8523 0.1522 -1.8738 0.552
Br 1.3401 -1.6723 -0.4845 -0.072
C -0.8531 0.7603 -1.2530 0.619
C -2.0276 -0.2610 -1.2776 -0.438
N -3.3497 0.0229 -0.8259 -0.491
C -3.4502 1.4014 -0.3603 0.496
C -4.8654 1.8630 0.1791 -0.668
C -5.0981 3.3177 0.7168 -0.375
C -3.9276 4.3625 0.6975 -0.417
C -2.5519 3.8839 0.1631 -0.519
C -2.2807 2.4176 -0.3761 0.377
N -0.9435 2.1230 -0.8078 -0.218
H 1.6537 2.1471 -1.0468 0.416
H -1.8019 -1.3248 -1.6532 0.269
H -5.7432 1.1123 0.1659 0.479
H -6.1378 3.5976 1.0858 0.421
H -3.9899 5.4461 1.0568 0.348
H -1.6822 4.6417 0.1702 0.359
Ca 2.1130 -3.8397 -1.2810 1.225
C -0.3668 7.7525 3.0344 -1.205
C -1.3863 6.9952 2.2077 0.012
O -2.6957 7.4861 2.4714 -0.539
H -0.5859 7.6510 4.1003 0.310
H 0.6432 7.3813 2.8448 0.326
H -0.3978 8.8211 2.8027 0.351
H -1.3672 5.9317 2.4579 0.236
H -1.1803 7.1023 1.1371 0.227
H -2.7080 8.4247 2.2396 0.301
O -1.0525 -0.7968 4.3359 -0.672
S -2.2684 -0.3396 3.7141 1.220
O -2.9068 0.8889 4.1025 -0.605
O -3.3618 -1.5325 3.7593 -0.287
C -3.6737 -2.1237 5.0211 -0.334
C -4.5917 -1.2375 5.8420 -1.004
C -2.0380 -0.3202 1.9588 -0.785
H -2.7598 -2.3648 5.5716 0.330
H -4.1823 -3.0676 4.8107 0.262
H -4.0825 -0.3207 6.1480 0.299
H -4.9233 -1.7563 6.7440 0.395
H -5.4671 -0.9415 5.2586 0.262
H -1.5965 -1.2684 1.6533 0.300
H -1.3641 0.5028 1.7158 0.253
H -2.9980 -0.1660 1.4726 0.340
O 2.9169 3.7331 -3.3038 -0.709
H 2.3959 3.1298 -2.8145 0.426
C 2.7261 0.8351 1.6108 0.806
O 3.6984 0.2477 1.1462 -0.440
O 2.7530 1.9701 2.1300 -0.309
O 1.5578 0.3877 1.6328 -0.337
C 3.1724 -7.8738 2.3148 -0.360
C 4.0536 -8.6661 2.9273 -0.316
C 5.4731 -8.2747 3.0605 0.292
O 6.2765 -8.9950 3.6156 -0.480
C 5.8765 -6.9713 2.4900 -0.390
C 4.9939 -6.1807 1.8780 -0.297
C 3.5766 -6.5732 1.7458 0.551
O 2.7635 -5.8458 1.1849 -0.554
H 2.1294 -8.1446 2.2077 0.397
H 3.7737 -9.6228 3.3508 0.419
H 6.9192 -6.6993 2.5967 0.429
H 5.2728 -5.2234 1.4543 0.355
Al 1.1776 2.1802 -3.4153 0.375
O -7.9311 2.4711 -1.6063 -0.647
H -7.1184 2.5676 -1.0923 0.312
H -8.6047 2.2710 -0.9440 0.331
N 3.5775 1.1096 -6.5964 1.001
O 4.5216 0.4903 -6.0815 -0.559
O 2.4295 0.9956 -6.1222 -0.617
O 3.7726 1.8362 -7.5765 -0.541
C 4.2899 -2.6687 -8.6569 0.700
O 3.8366 -3.2375 -7.6712 -0.684
N 5.4331 -1.9445 -8.6217 -0.361
N 3.6859 -2.7152 -9.8693 -0.390
H 5.8207 -1.4712 -9.4175 0.170
H 5.9114 -1.8855 -7.7372 0.196
H 2.8319 -3.2444 -9.9366 0.205
H 4.0405 -2.2563 -10.6886 0.167



# 3
80
Properties=species:S:1:pos:R:3:mulliken_charge:R:1 method="wB97M-V/def2-TZVPD" de_lowest_ev=0.000 charge=0 homo_lumo_gap_ev=11.09
C -5.6887 0.6511 -2.3201 -0.925
B -6.0084 -0.4124 -3.4196 0.492
O -5.6849 -0.2713 -4.7623 -0.562
B -5.2150 -1.4177 -5.3624 0.696
O -5.3191 -2.6575 -4.7690 -0.671
B -5.6864 -2.6326 -3.4253 0.438
C -5.0485 -3.6083 -2.3817 -0.310
C -4.1497 -2.8666 -1.3875 -0.003
O -2.8599 -3.5021 -1.2889 -0.399
C -1.8490 -2.7133 -1.7778 0.720
C -1.3012 -3.1933 -3.0940 -0.954
O -1.4599 -1.7127 -1.1933 -0.559
O -6.5905 -1.6396 -3.0771 -0.276
H -5.5221 0.1220 -1.3867 0.302
H -4.7836 1.1937 -2.5711 0.307
H -6.5050 1.3411 -2.1347 0.358
H -4.7076 -1.3546 -6.4348 -0.153
H -4.4642 -4.3521 -2.9124 0.259
H -5.8505 -4.1449 -1.8801 0.013
H -3.9742 -1.8519 -1.7357 -0.004
H -4.6134 -2.8214 -0.4121 0.335
H -0.9962 -2.3542 -3.7035 0.310
H -0.4871 -3.8926 -2.9485 0.308
H -2.0872 -3.7298 -3.6150 0.262
C 0.1161 2.0746 -2.1553 -1.068
C -0.6781 1.4342 -1.0382 0.098
O -1.0302 2.4080 -0.0301 -0.352
C -2.0837 3.1557 -0.2933 0.352
O -2.7761 3.1123 -1.2654 -0.525
C -2.3451 4.1069 0.8877 0.889
F -1.2175 4.6824 1.3084 -0.238
F -2.8722 3.4276 1.9125 -0.263
F -3.1961 5.0622 0.5409 -0.245
H 0.9940 2.5875 -1.7610 0.169
H 0.4403 1.3156 -2.8671 0.443
H -0.4819 2.8140 -2.6890 0.340
H -0.0806 0.6856 -0.5263 0.314
H -1.5747 0.9397 -1.4041 0.107
C 5.6983 4.0604 1.3636 -0.514
C 5.6424 2.9608 0.3273 -0.318
O 4.5462 3.1552 -0.5911 -0.272
C 4.7579 4.0106 -1.5755 0.318
O 5.7516 4.6337 -1.7891 -0.521
C 3.5111 4.0697 -2.4739 0.939
F 2.3921 4.1548 -1.7445 -0.263
F 3.4311 2.9647 -3.2239 -0.259
F 3.5581 5.1145 -3.2843 -0.260
H 4.7438 4.1423 1.8848 0.314
H 6.4748 3.8537 2.0834 -0.176
H 5.9050 5.0247 0.8996 0.335
H 5.4535 1.9999 0.8000 0.337
H 6.5773 2.8801 -0.2253 0.329
C 10.0556 6.8383 6.4162 -1.112
C 9.8341 5.4404 6.9501 -0.210
O 8.9013 4.7082 6.1295 -0.318
C 9.3972 4.1655 5.0316 0.249
O 10.5253 4.2145 4.6493 -0.505
C 8.2880 3.3925 4.2982 1.036
F 7.1574 4.1057 4.2336 -0.257
F 8.0185 2.2517 4.9379 -0.269
F 8.6644 3.0904 3.0622 -0.254
H 9.1054 7.3631 6.3168 0.305
H 10.6987 7.4003 7.0918 0.375
H 10.5257 6.8139 5.4339 0.319
H 9.3808 5.4749 7.9378 0.317
H 10.7679 4.8864 7.0309 0.325
C -4.8598 -7.8888 2.1985 -1.053
C -4.9763 -8.9215 1.0993 -0.213
O -6.1817 -8.7344 0.3305 -0.334
C -6.1322 -7.8025 -0.6050 0.364
O -5.2024 -7.1064 -0.8766 -0.498
C -7.4732 -7.7549 -1.3579 0.904
F -8.5047 -7.7847 -0.5142 -0.263
F -7.5725 -8.8049 -2.1775 -0.265
F -7.5586 -6.6480 -2.0838 -0.214
H -5.7485 -7.9024 2.8297 0.302
H -3.9867 -8.0948 2.8160 0.371
H -4.7605 -6.8855 1.7860 0.275
H -5.0568 -9.9210 1.5195 0.321
H -4.1111 -8.9061 0.4384 0.307



# 4
56
Properties=species:S:1:pos:R:3:mulliken_charge:R:1 method="wB97M-V/def2-TZVPD" de_lowest_ev=0.978 charge=0 homo_lumo_gap_ev="5.81 / 5.81"
O 0.8838 -0.4948 -5.8315 -0.448
C 1.1495 0.6826 -6.7203 -0.343
C 1.1084 -0.0427 -8.0391 -1.049
H 2.1187 1.1377 -6.4837 0.248
H 0.3624 1.4340 -6.6484 0.317
C 0.9010 -1.2404 -7.0887 1.785
H 2.0520 -0.0540 -8.5869 0.336
H 0.2303 0.1069 -8.6786 0.301
C 2.0581 -2.1729 -7.3089 -1.775
H 3.0239 -1.6678 -7.2832 0.407
H 1.9172 -2.6431 -8.2902 0.405
H 2.0466 -2.9447 -6.5511 0.419
C -0.3629 -1.9580 -7.4633 -1.798
H -1.2063 -1.2702 -7.5339 0.374
H -0.5276 -2.7701 -6.7599 0.414
H -0.1776 -2.3670 -8.4635 0.432
Bi 0.4670 -0.1477 -1.8592 1.089
C -1.8613 -1.2444 0.0493 -0.404
C -0.9980 -0.1354 0.2552 -0.548
C -1.4373 0.9425 -0.6341 -0.562
H -0.3539 0.0130 1.1207 0.557
C -2.5738 0.4195 -1.3644 -0.468
C -2.7995 -0.9097 -0.9433 -0.895
H -3.6338 -1.5456 -1.2488 0.441
H -1.8242 -2.1537 0.6551 0.439
H -1.2466 2.0014 -0.4304 0.744
H -3.2299 1.0232 -2.0044 0.403
C 1.1289 -2.2521 1.0729 -0.570
C 0.7064 -3.5170 0.5916 -0.543
C 1.4524 -3.8004 -0.6141 -0.453
H -0.0264 -4.1730 1.0583 0.464
C 2.2835 -2.6808 -0.8940 -0.796
C 2.0740 -1.6989 0.1441 -0.632
H 2.6446 -0.7780 0.3082 0.736
H 0.7976 -1.7624 2.0024 0.500
H 1.4212 -4.7375 -1.1719 0.443
H 3.0404 -2.5953 -1.6854 0.464
O 0.2710 3.4108 -5.3372 -0.475
C -0.3103 2.4709 -4.4094 0.725
C -1.6411 3.0110 -3.8736 -0.138
H 0.4298 2.3999 -3.5855 -0.548
H -0.3848 1.4668 -4.8689 0.144
C -1.4965 4.5273 -4.0893 -0.682
H -1.8021 2.7489 -2.8212 -0.226
H -2.4787 2.6286 -4.4812 0.398
C -0.4108 4.6737 -5.1741 -0.529
H -1.2178 5.0170 -3.1456 0.301
H -2.4208 4.9854 -4.4303 0.303
H 0.3507 5.4256 -4.9063 0.246
H -0.8510 4.9918 -6.1348 0.306
C 1.5818 2.7737 -0.9089 -1.033
C 1.3892 1.4246 -0.3049 0.476
O 1.5660 1.1238 0.8613 -0.496
H 2.2022 2.7644 -1.8208 0.309
H 2.0335 3.4670 -0.1793 0.384
H 0.5813 3.1638 -1.1658 0.101



| no. | calculated total energy (a.u.) |
| --- | --- |
| 1 | -1173.6102 |
| 2 | -6529.1080 |
| 3 | -3070.2145 |
| 4 | -1258.8584 |